One molecule with the formula C2H3N3O in a non-equilibrium geometry. Source: the Open Molecules 2025 dataset; level of theory: ωB97M-V/def2-TZVPD.

```
9
Properties=species:S:1:pos:R:3:mulliken_charge:R:1
C -0.722 -0.729 2.937 0.402
C -0.299 0.090 -0.575 0.233
N -1.642 -0.723 3.624 -0.357
N 0.231 -1.042 2.087 -0.223
N -1.445 0.217 -1.083 -0.534
O 0.350 -0.377 0.551 -0.330
H 0.744 0.040 -1.019 0.262
H 1.158 -0.832 2.439 0.273
H -1.486 0.772 -1.941 0.275
```

## Properties
Multiplicity: 1
LUMO level (hartree): -0.0455
Total energy (eV): -8635.001
SMILES: [H]/N=C/ONC#N
HOMO (eV): -10.162